(1)
This record from OMol25 describes a structure of composition C42H35BrF10N7O6P2S5Ti in a non-equilibrium geometry. The level of theory is ωB97M-V with the def2-TZVPD basis set.

```
! wB97M-V def2-TZVPD RIJCOSX def2/J DEFGRID3
* xyz 0 2
Ti -0.6134 -0.9488 -0.5031
S 0.8763 1.5731 0.0896
C -0.8080 1.7930 -0.0313
N -1.6398 0.7434 -0.1758
C -2.9734 1.1392 -0.0395
C -4.1181 0.3468 -0.1408
C -5.3549 0.8942 0.1481
C -5.4901 2.2339 0.5013
C -4.3793 3.0586 0.5203
C -3.1381 2.5060 0.2456
S -1.5975 3.3212 0.2536
H -4.0524 -0.6804 -0.4647
H -6.2318 0.2628 0.0944
H -6.4629 2.6338 0.7532
H -4.4565 4.1116 0.7568
F 5.7159 -0.8267 5.1825
C 4.6184 -0.4720 4.5330
C 3.4589 -0.1704 5.2218
F 3.4384 -0.2245 6.5504
C 2.3346 0.2014 4.5200
F 1.2788 0.5667 5.2451
C 2.2578 0.2451 3.1155
P 0.5338 0.2604 2.4226
C -0.1578 -1.0219 3.5955
C -1.0422 -0.7715 4.6467
C -1.5049 -1.8162 5.4355
C -1.0952 -3.1189 5.1939
C -0.1918 -3.3693 4.1719
C 0.2699 -2.3291 3.3800
C -0.2461 1.7691 3.0802
C -1.6387 1.8010 3.1287
C -2.2975 2.9074 3.6415
C -1.5682 3.9969 4.0923
C -0.1833 3.9876 4.0018
C 0.4790 2.8826 3.4899
C 3.4735 -0.0193 2.4497
Br 3.7665 0.1608 0.5972
C 4.6209 -0.3519 3.1580
F 5.7685 -0.5583 2.5149
H -1.3510 0.2344 4.8840
H -2.1984 -1.5999 6.2392
H -1.4768 -3.9291 5.8017
H 0.1501 -4.3790 3.9823
H 0.9889 -2.5324 2.6012
H -2.2072 0.9560 2.7542
H -3.3797 2.9183 3.6768
H -2.0797 4.8562 4.5063
H 0.3840 4.8453 4.3395
H 1.5591 2.8829 3.4085
F 1.2143 -1.5076 0.0300
P 1.5075 -3.1783 -0.4085
F 0.6163 -2.8210 -1.7360
F 2.8089 -2.7079 -1.1710
F 0.1099 -3.4614 0.3704
F 2.3015 -3.3375 0.9573
F 1.6555 -4.6934 -0.8004
C 0.7755 3.3591 -3.2710
C 0.5098 4.1106 -4.5634
S 0.5884 3.0190 -6.0021
O 0.4764 3.8382 -7.1781
O 1.7312 2.1591 -5.8601
C -0.9299 1.9874 -5.9259
C -0.6609 0.4831 -5.8085
N -0.1133 0.0928 -4.5102
C -0.7832 0.1366 -3.3483
N 0.0180 -0.1608 -2.3221
C 1.2536 -0.4057 -2.8514
C 1.1880 -0.2752 -4.2020
N 2.2248 -0.6103 -5.1255
O 3.3487 -0.6352 -4.6731
O 1.9180 -0.9195 -6.2621
C -2.2064 0.5524 -3.2391
H 0.9592 4.0493 -2.4491
H 1.6601 2.7336 -3.3863
H -0.0640 2.7235 -2.9866
H 1.2869 4.8476 -4.7666
H -0.4630 4.6009 -4.5939
H -1.4366 2.2014 -6.8647
H -1.5185 2.3697 -5.0920
H 0.0516 0.1694 -6.5631
H -1.5889 -0.0691 -5.9607
H 2.1196 -0.6483 -2.2621
H -2.6824 0.5524 -4.2164
H -2.2871 1.5532 -2.8076
H -2.7540 -0.1427 -2.6076
N -0.6726 -8.6074 -2.0337
C -1.0966 -7.3148 -2.2189
C -0.2258 -6.3615 -2.7645
C -0.6455 -5.0661 -2.9567
C -1.9333 -4.6939 -2.5875
C -2.8350 -5.6430 -2.1222
C -2.4201 -6.9461 -1.9452
S -2.3945 -3.0002 -2.6995
O -3.8322 -2.9044 -2.7265
O -1.6596 -2.3569 -3.7533
N -1.8957 -2.2418 -1.3057
C -2.5320 -2.4609 -0.1313
S -3.9755 -3.3831 0.1594
C -3.9092 -2.8933 1.8221
C -2.8536 -2.0887 2.0376
N -2.0695 -1.8443 0.9371
H 0.3182 -8.7628 -1.9752
H -1.2461 -9.2162 -1.4777
H 0.7873 -6.6485 -3.0150
H 0.0011 -4.3253 -3.4025
H -3.8559 -5.3592 -1.9170
H -3.1161 -7.6940 -1.5863
H -4.6677 -3.2125 2.5150
H -2.5889 -1.6620 2.9900
*
```

DFT total energy, hartree: -9552.2673
E_LUMO (alpha / beta), eV: -0.384 / -0.284
Highest occupied orbital energy (alpha / beta), eV: -7.25 / -7.34
HOMO-LUMO gap (alpha / beta), eV: 6.87 / 7.05
ΔE to the lowest compared entry with this formula, charge and spin, kJ/mol: 131.7

These are the Löwdin partial charges, in e, on atoms 1 to 99: Ti 0.988; S 0.571; C -1.073; N -0.124; C -0.299; C -0.015; C -0.063; C -0.082; C -0.089; C -0.466; S 1.058; H 0.080; H 0.110; H 0.105; H 0.112; F 0.146; C -0.137; C -0.134; F 0.135; C -0.221; F 0.102; C -0.264; P 1.009; C -0.357; C -0.117; C -0.085; C -0.087; C -0.067; C -0.102; C -0.401; C -0.151; C -0.091; C -0.084; C -0.071; C -0.084; C -0.548; Br 0.876; C -0.275; F 0.069; H 0.097; H 0.105; H 0.101; H 0.109; H 0.079; H 0.110; H 0.109; H 0.103; H 0.106; H 0.112; F -0.362; P 0.221; F -0.168; F -0.102; F -0.133; F -0.104; F -0.074; C -0.117; C -0.274; S 0.670; O -0.315; O -0.297; C -0.168; C -0.114; N 0.072; C -0.330; N -0.013; C -0.020; C -0.124; N -0.338; O 0.116; O 0.091; C 0.026; H 0.081; H 0.079; H 0.049; H 0.107; H 0.103; H 0.108; H 0.087; H 0.116; H 0.137; H 0.115; H 0.092; H 0.097; H 0.064; N 0.115; C -0.306; C -0.017; C -0.064; C -0.290; C -0.078; C -0.019; S 0.635; O -0.316; O -0.272; N -0.227; C -0.743; S 1.105; C -0.352


(2)
This record from OMol25 describes a structure of composition C42H35BrF10N7O6P2S5Ti in a non-equilibrium geometry. The level of theory is ωB97M-V with the def2-TZVPD basis set.

```
! wB97M-V def2-TZVPD RIJCOSX def2/J DEFGRID3
* xyz 0 2
Ti 0.3396 0.9337 0.9528
S 2.9046 1.2377 0.5196
C 2.1703 2.3160 -0.5530
N 0.8818 2.1377 -0.7395
C 0.3544 3.0335 -1.6698
C -0.9489 3.1182 -2.1440
C -1.2730 4.0858 -3.0785
C -0.3140 4.9716 -3.5591
C 0.9915 4.8926 -3.1097
C 1.3090 3.9224 -2.1733
S 2.8473 3.6374 -1.4328
H -1.7176 2.4450 -1.7885
H -2.2939 4.1584 -3.4334
H -0.5888 5.7329 -4.2771
H 1.7396 5.5905 -3.4629
F 1.1193 -3.7999 -6.5146
C 1.3279 -3.3887 -5.2644
C 2.1758 -4.0909 -4.4306
F 2.7953 -5.1817 -4.8768
C 2.3682 -3.6455 -3.1349
F 3.2051 -4.3540 -2.3765
C 1.7327 -2.5165 -2.6242
P 1.8840 -2.0737 -0.8330
C 1.4833 -3.7279 -0.1425
C 0.2233 -4.2456 -0.4441
C -0.1585 -5.4933 0.0252
C 0.7041 -6.2264 0.8273
C 1.9491 -5.7109 1.1497
C 2.3439 -4.4714 0.6617
C 3.6709 -1.8656 -0.5952
C 4.5637 -1.6651 -1.6407
C 5.8911 -1.3508 -1.3795
C 6.3373 -1.2361 -0.0724
C 5.4506 -1.4260 0.9790
C 4.1229 -1.7222 0.7202
C 0.8957 -1.8169 -3.4962
Br 0.0163 -0.2138 -3.0146
C 0.6994 -2.2508 -4.7962
F -0.1061 -1.5931 -5.6376
H -0.4744 -3.6755 -1.0518
H -1.1401 -5.8760 -0.2201
H 0.3998 -7.1928 1.2092
H 2.6257 -6.2799 1.7756
H 3.3338 -4.1024 0.8842
H 4.2331 -1.7519 -2.6688
H 6.5762 -1.1948 -2.2038
H 7.3716 -0.9860 0.1282
H 5.7851 -1.3179 2.0034
H 3.4286 -1.8145 1.5476
F 1.3613 -0.5068 2.2143
P 1.4131 0.2642 3.7914
F 1.3655 1.0512 5.1420
F -0.1968 0.1780 3.6935
F 1.2937 1.6687 2.8989
F 1.4646 -1.1682 4.4479
F 2.9824 0.3287 3.6530
C -2.4067 -3.4459 -3.9463
C -3.7349 -4.0752 -3.5595
S -4.1062 -3.9552 -1.8238
O -5.2757 -4.7412 -1.5496
O -2.8903 -4.1747 -1.0801
C -4.5399 -2.2334 -1.5706
C -4.4995 -1.9023 -0.0829
N -3.1414 -1.6460 0.3992
C -2.4204 -0.5681 0.0468
N -1.1964 -0.6322 0.5603
C -1.1302 -1.7924 1.2902
C -2.3213 -2.4203 1.1979
N -2.7006 -3.6275 1.8677
O -1.8071 -4.2316 2.4283
O -3.8833 -3.9356 1.8694
C -2.9729 0.5683 -0.7312
H -2.2140 -3.6347 -5.0027
H -1.5937 -3.8770 -3.3630
H -2.4016 -2.3617 -3.8059
H -3.7542 -5.1519 -3.7392
H -4.5910 -3.6496 -4.0897
H -5.5486 -2.0911 -1.9585
H -3.8543 -1.6106 -2.1505
H -4.9235 -2.7066 0.5132
H -5.0864 -1.0085 0.1021
H -0.2521 -2.0886 1.8368
H -4.0359 0.7001 -0.5441
H -2.8033 0.4598 -1.8032
H -2.4798 1.4738 -0.3775
N 1.3986 7.0636 6.5491
C 0.9689 6.7155 5.2731
C 1.8386 6.0619 4.3901
C 1.4344 5.7576 3.1079
C 0.1551 6.0999 2.6836
C -0.7161 6.7487 3.5435
C -0.3109 7.0568 4.8315
S -0.3626 5.6632 1.0571
O 0.6501 6.0755 0.1301
O -1.7122 6.1551 0.8695
N -0.3347 4.0423 1.1086
C -1.3819 3.3717 1.5093
S -3.0023 3.9507 1.8574
C -3.4558 2.3563 2.3942
C -2.4402 1.4954 2.2581
N -1.2796 2.0326 1.7088
H 2.1526 6.5050 6.9155
H 0.6674 7.2047 7.2274
H 2.8348 5.7907 4.7227
H 2.1069 5.2423 2.4311
H -1.7092 7.0085 3.1992
H -0.9911 7.5682 5.5034
H -4.4215 2.1570 2.8317
H -2.4443 0.4660 2.5788
*
```

DFT total energy, hartree: -9552.2780
E_LUMO (alpha / beta), eV: -0.906 / -0.901
Highest occupied orbital energy (alpha / beta), eV: -7.89 / -7.91
HOMO-LUMO gap (alpha / beta), eV: 6.99 / 7.01
ΔE to the lowest compared entry with this formula, charge and spin, kJ/mol: 103.7

These are the Löwdin partial charges, in e, on atoms 1 to 99: Ti 1.034; S 0.730; C -1.093; N -0.157; C -0.343; C -0.046; C -0.069; C -0.076; C -0.076; C -0.473; S 1.094; H 0.070; H 0.107; H 0.106; H 0.115; F 0.137; C -0.134; C -0.127; F 0.139; C -0.220; F 0.121; C -0.316; P 1.109; C -0.366; C -0.121; C -0.082; C -0.075; C -0.067; C -0.075; C -0.409; C -0.085; C -0.072; C -0.078; C -0.076; C -0.173; C -0.577; Br 0.898; C -0.286; F 0.069; H 0.084; H 0.099; H 0.107; H 0.106; H 0.094; H 0.102; H 0.105; H 0.104; H 0.112; H 0.096; F -0.334; P 0.194; F -0.069; F -0.140; F -0.239; F -0.089; F -0.104; C -0.110; C -0.281; S 0.657; O -0.288; O -0.300; C -0.188; C -0.115; N 0.076; C -0.324; N 0.031; C -0.031; C -0.136; N -0.314; O 0.122; O 0.085; C 0.006; H 0.088; H 0.072; H 0.063; H 0.112; H 0.111; H 0.120; H 0.092; H 0.117; H 0.129; H 0.125; H 0.098; H 0.071; H 0.056; N 0.095; C -0.318; C -0.024; C -0.052; C -0.295; C -0.058; C -0.030; S 0.583; O -0.292; O -0.373; N -0.086; C -0.675; S 1.077; C -0.383


(3)
This record from OMol25 describes a structure of composition C42H35ClN6O5SW. The level of theory is ωB97M-V with the def2-TZVPD basis set.

```
! wB97M-V def2-TZVPD RIJCOSX def2/J DEFGRID3
* xyz 0 1
W -0.8091 0.0646 -0.8559
Cl -4.4332 -6.4762 -1.4154
C -3.6034 -5.0050 -0.9881
C -3.5383 -4.6191 0.3663
C -2.8916 -3.4707 0.7176
C -2.2840 -2.6275 -0.2543
O -1.7154 -1.5518 0.1497
C -2.3481 -3.0366 -1.6100
C -1.7446 -2.3142 -2.6645
N -1.1126 -1.1756 -2.5928
C -0.5609 -0.6731 -3.8008
C -0.1930 -1.3743 -4.9222
C 0.2770 -0.6874 -6.0603
C 0.3875 0.6781 -6.0814
C 0.0562 1.4189 -4.9271
C 0.1631 2.8314 -4.7931
C -0.1503 3.4387 -3.6172
C -0.5608 2.6306 -2.5280
N -0.6651 1.3258 -2.6251
C -0.3863 0.7179 -3.8052
C -3.0193 -4.2398 -1.9476
H -4.0016 -5.2424 1.1194
H -2.8297 -3.1565 1.7512
H -1.8282 -2.7704 -3.6479
H -0.2392 -2.4546 -4.9443
H 0.5591 -1.2613 -6.9327
H 0.7448 1.1923 -6.9642
H 0.5031 3.4196 -5.6362
H -0.0613 4.5081 -3.4863
H -1.1275 4.0813 -1.1885
H -3.0656 -4.5451 -2.9858
O 4.0170 2.0577 -1.1861
C 3.2742 2.4914 -0.1566
C 3.8925 3.3652 0.7431
C 3.2041 3.8463 1.8342
C 1.8762 3.4729 2.0439
C 1.2664 2.6142 1.1528
C 1.9333 2.0904 0.0375
C 1.2795 1.1510 -0.9364
O 1.9636 0.8686 -1.9397
N -0.7891 3.1310 -1.2639
N -1.4318 2.1816 -0.4738
C -2.3931 2.5432 0.2946
C -3.3522 1.5869 0.7648
C -4.1632 1.8362 1.8827
C -5.2109 1.0036 2.1874
C -5.4988 -0.0660 1.3240
C -4.7529 -0.2979 0.1941
C -3.6282 0.4983 -0.1087
O -2.9201 0.2677 -1.1821
H 3.4035 1.4891 -1.7239
H 4.9230 3.6363 0.5533
H 3.6987 4.5150 2.5279
H 1.3269 3.8431 2.8996
H 0.2418 2.3315 1.3265
H -2.5648 3.6078 0.4653
H -3.9377 2.6891 2.5139
H -5.8173 1.1770 3.0655
H -6.3315 -0.7211 1.5503
H -4.9806 -1.1194 -0.4732
C 4.4654 0.0212 2.1093
C 4.0382 -1.4120 1.8396
N 3.2382 -1.5456 0.6196
C 3.9652 -1.8730 -0.6044
C 4.0617 -3.3721 -0.8448
C 1.9159 -1.3255 0.6406
S 1.0100 -1.6738 -0.7776
N 1.4251 -0.9445 1.8291
C 0.3227 -0.2728 2.0377
O -0.4718 0.2545 1.1950
C -0.0311 -0.0086 3.4641
C -1.3366 0.3517 3.7843
C -1.6840 0.6048 5.1027
C -0.7274 0.5112 6.1043
C 0.5772 0.1554 5.7861
C 0.9238 -0.1094 4.4710
H 5.1117 0.0625 2.9879
H 3.5922 0.6485 2.2888
H 5.0105 0.4362 1.2598
H 3.4578 -1.8046 2.6727
H 4.9118 -2.0521 1.7049
H 4.9609 -1.4371 -0.5023
H 3.4687 -1.3789 -1.4387
H 4.5442 -3.8743 -0.0042
H 4.6469 -3.5726 -1.7432
H 3.0680 -3.7994 -0.9768
H -2.0722 0.4152 2.9938
H -2.7045 0.8703 5.3489
H -0.9976 0.7129 7.1331
H 1.3249 0.0849 6.5656
H 1.9343 -0.3897 4.2071
*
```

DFT total energy, hartree: -3251.8140
E_LUMO, eV: -0.676
Highest occupied orbital energy, eV: -6.32
HOMO-LUMO gap, eV: 5.65
ΔE to the lowest compared entry with this formula, charge and spin, kJ/mol: 115.6

Let us look at the Löwdin charges, expressed in e, one per atom: W 1.542; Cl 0.638; C -0.675; C -0.091; C 0.010; C -0.346; O -0.221; C -0.133; C -0.063; N -0.092; C -0.182; C 0.005; C -0.063; C -0.024; C -0.142; C 0.019; C 0.025; C -0.282; N 0.016; C -0.151; C -0.066; H 0.106; H 0.124; H 0.125; H 0.113; H 0.107; H 0.115; H 0.123; H 0.117; H 0.154; H 0.113; O 0.057; C -0.283; C -0.027; C -0.082; C -0.085; C -0.062; C -0.127; C -0.320; O -0.088; N 0.084; N -0.073; C -0.041; C -0.163; C -0.061; C -0.097; C -0.067; C -0.001; C -0.343; O -0.191; H 0.059; H 0.117; H 0.103; H 0.099; H 0.083; H 0.147; H 0.116; H 0.097; H 0.105; H 0.120; C -0.062; C -0.200; N -0.107; C -0.249; C -0.076; C -0.636; S 0.848; N 0.144; C -0.409; O -0.209; C -0.123; C -0.008; C -0.075; C -0.090; C -0.080; C -0.020; H 0.078; H 0.062; H 0.074; H 0.109; H 0.116; H 0.122; H 0.082; H 0.073; H 0.077; H 0.057; H 0.100; H 0.101; H 0.100; H 0.101; H 0.101